Version w
The following is a DFT calculation (ωB97M-V/def2-TZVPD) of an isolated molecule of C2H8N4O.

net charge	0

Geometry (Å):
C  1.32  0.40  -0.45
N  -0.05  -0.58  -0.60
N  1.45  0.78  0.85
N  0.25  -1.84  -0.06
C  -1.18  0.13  0.05
O  1.08  2.10  1.00
N  -2.08  -0.69  -0.64
H  1.13  2.26  1.95
H  -1.09  0.01  1.15
H  -0.20  -1.99  0.85
H  -0.08  -2.54  -0.71
H  -2.67  -0.14  -1.26
H  2.11  -0.29  -0.74
H  1.17  1.20  -1.17
H  -1.16  1.19  -0.22


Version x
The following is a DFT calculation (ωB97M-V/def2-TZVPD) of a structure of composition C2H8N4O.

net charge	0

Geometry (Å):
C  -1.13  0.86  0.45
C  0.75  0.06  -0.11
N  -0.66  -0.75  0.78
N  2.04  -0.10  0.38
N  0.66  -0.49  -1.44
O  -1.96  0.75  -0.68
N  0.15  1.25  0.26
H  -2.85  0.49  -0.40
H  -1.69  1.28  1.31
H  -0.94  -1.57  0.25
H  -0.37  -0.90  1.74
H  1.42  -0.15  -2.00
H  2.58  -0.90  0.09
H  2.23  0.40  1.24
H  -0.23  -0.23  -1.86


Version y
The following is a DFT calculation (ωB97M-V/def2-TZVPD) of a cluster of 2 separate species, C2H8N4O in total.

net charge	0

Geometry (Å):
C  0.80  0.45  -0.11
C  0.51  0.35  1.21
N  -2.25  -1.04  -0.76
N  1.64  1.49  -0.62
N  0.85  -0.75  -0.88
O  -1.66  -0.70  0.50
N  0.08  0.88  2.23
H  -1.43  0.31  0.46
H  -1.47  -1.20  -1.40
H  -2.74  -1.92  -0.60
H  1.24  1.90  -1.45
H  1.87  2.21  0.05
H  1.64  -0.83  -1.51
H  0.83  -1.58  -0.29
H  0.07  0.45  3.15


Energy comparison, zero being the most stable, in hartree: version w 0.1581; version x 0.0000; version y 0.0859.


Version w
The following is a DFT calculation (ωB97M-V/def2-TZVPD) of a cluster of 2 separate species, C2H8N4O in total.

net charge	0

Geometry (Å):
C  1.56  1.27  -0.11
C  -1.83  -0.16  -1.04
N  2.23  -0.07  -0.16
N  1.88  -1.14  0.23
N  0.84  -1.53  0.81
N  -0.96  0.09  1.10
O  -1.88  -0.46  0.30
H  0.61  1.16  -0.53
H  2.18  1.93  -0.68
H  1.45  1.62  0.87
H  -2.65  -0.67  -1.42
H  -0.84  -0.42  -1.46
H  -2.01  0.94  -1.05
H  0.73  -2.47  1.09
H  -1.31  -0.09  2.05


Version x
The following is a DFT calculation (ωB97M-V/def2-TZVPD) of an isolated molecule of C2H8N4O.

net charge	0

Geometry (Å):
C  -2.45  -0.16  -0.04
C  0.04  -0.34  0.09
H  -3.24  -0.69  0.31
H  -2.95  0.27  -1.00
H  -2.16  0.62  0.87
H  0.87  -2.15  0.67
H  2.68  -0.25  -0.06
H  1.64  -0.69  -1.32
H  1.42  1.68  0.94
H  0.69  2.55  0.10
N  1.12  -1.21  0.53
N  2.19  -1.12  -0.48
N  0.08  0.77  -0.34
N  1.26  1.58  0.00
O  -1.19  -0.86  -0.27


Version y
The following is a DFT calculation (ωB97M-V/def2-TZVPD) of an isolated molecule of C2H8N4O.

net charge	0

Geometry (Å):
C  -0.51  0.68  1.93
N  0.84  -1.06  -1.78
N  -1.27  0.36  0.73
C  0.30  -0.17  -0.88
N  0.83  1.11  -0.90
O  0.48  -2.40  -1.54
N  -0.63  -0.59  -0.11
H  -0.25  -2.33  -0.90
H  1.84  -1.01  -1.90
H  -2.15  -0.09  1.00
H  1.31  1.36  -1.75
H  0.16  1.80  -0.59
H  0.44  1.12  1.64
H  -0.31  -0.20  2.56
H  -1.08  1.40  2.51


Version z
The following is a DFT calculation (ωB97M-V/def2-TZVPD) of an isolated molecule of C2H8N4O.

net charge	0

Geometry (Å):
C  -1.72  -0.29  -0.57
C  0.43  0.46  0.12
H  -2.24  -0.04  0.39
H  -2.44  -0.15  -1.38
H  -1.32  -1.34  -0.57
H  -0.79  1.48  -1.13
H  -0.25  1.73  1.58
H  2.00  0.50  1.63
H  1.45  -2.45  -0.31
H  0.54  -1.45  -1.35
N  -0.59  0.54  -0.85
N  0.62  1.60  0.99
N  1.30  -0.48  0.22
N  1.33  -1.51  -0.65
O  1.70  1.39  1.87


Energy comparison, zero being the most stable, in hartree: version w 0.1807; version x 0.1001; version y 0.0000; version z 0.0232.


Version w
The following is a DFT calculation (ωB97M-V/def2-TZVPD) of a cluster of 2 separate species, C2H8N2OS2 in total.

net charge	0

Geometry (Å):
C  -0.75  0.44  -1.05
C  -0.05  0.97  1.09
N  -0.73  -1.01  -0.84
N  1.97  -1.33  0.27
O  0.26  1.05  -0.28
S  -1.88  -1.44  0.37
S  2.51  -0.31  -0.56
H  -1.84  0.93  -0.92
H  -0.43  0.86  -2.14
H  0.71  1.53  1.66
H  -1.02  1.28  1.13
H  0.27  -1.29  -0.61
H  0.09  0.06  1.62
H  -2.12  -2.65  -0.15
H  3.00  0.90  0.42


Version x
The following is a DFT calculation (ωB97M-V/def2-TZVPD) of a cluster of 2 separate species, C2H8N2OS2 in total.

net charge	0

Geometry (Å):
N  2.98  -0.71  -0.25
C  2.19  -0.06  -1.16
N  1.33  -0.95  -1.84
O  2.23  1.13  -1.36
H  3.75  -0.20  0.16
H  3.11  -1.69  -0.35
H  0.50  -1.26  -1.38
H  1.15  -0.57  -2.76
C  -0.30  1.20  1.24
S  -1.00  -0.36  0.62
S  -3.02  0.05  0.83
H  -0.96  2.01  0.98
H  0.67  1.35  0.77
H  -0.14  1.13  2.32
H  -3.24  -0.45  2.06


Energy comparison, zero being the most stable, in hartree: version w 0.2290; version x 0.0000.


Version w
The following is a DFT calculation (ωB97M-V/def2-TZVPD) of the ion C6H17N2 with charge +1.

net charge	+1

Geometry (Å):
C  0.48  -0.32  -1.46
N  -0.48  -1.06  -0.69
C  -1.87  -1.21  -1.29
C  -2.29  -2.70  -1.27
C  0.67  1.09  -0.76
N  0.58  0.96  0.72
C  1.72  1.50  1.55
C  1.27  1.79  2.96
H  0.15  -0.14  -2.48
H  1.42  -0.87  -1.52
H  -0.20  -1.97  -0.36
H  -2.00  -0.91  -2.32
H  -2.44  -0.68  -0.54
H  -1.76  -3.34  -0.58
H  -2.48  -3.12  -2.26
H  -3.30  -2.72  -0.81
H  -0.24  1.61  -1.09
H  1.40  1.88  -0.95
H  0.43  -0.04  0.91
H  -0.26  1.39  1.08
H  2.57  0.84  1.37
H  2.16  2.42  1.12
H  0.82  0.91  3.43
H  0.60  2.62  3.15
H  2.24  1.95  3.44


Version x
The following is a DFT calculation (ωB97M-V/def2-TZVPD) of a cluster of 2 separate species, C6H17N2 in total.

net charge	+1

Geometry (Å):
C  1.73  -0.24  -0.39
N  0.36  0.02  -0.34
C  -0.18  0.66  0.74
C  -1.42  1.63  0.51
C  -2.42  0.72  -0.20
C  -1.87  2.24  1.82
C  2.03  -1.69  0.01
N  1.38  -2.59  -0.95
H  2.40  0.34  0.28
H  2.07  -0.03  -1.41
H  0.40  -2.33  -1.00
H  -0.52  -0.08  1.62
H  0.57  1.31  1.25
H  -0.89  2.32  -0.18
H  -2.71  -0.08  0.48
H  -2.13  0.23  -1.12
H  -3.39  1.17  -0.43
H  -2.44  1.53  2.47
H  -0.99  2.58  2.35
H  -2.54  3.09  1.63
H  3.11  -1.89  0.04
H  1.60  -1.93  1.02
H  2.52  -2.37  -6.00
H  1.65  -3.54  -0.73
H  1.77  -2.42  -5.91


Version y
The following is a DFT calculation (ωB97M-V/def2-TZVPD) of the ion C6H17N2 with charge +1.

net charge	+1

Geometry (Å):
C  0.15  -0.46  -1.00
N  0.83  -1.61  -0.20
C  -0.25  -1.97  0.82
C  -0.10  -3.47  1.16
C  -0.42  0.75  -0.30
N  -0.92  1.62  -1.47
C  0.26  3.12  0.55
C  0.57  1.63  0.50
H  0.88  -0.13  -1.75
H  -0.62  -1.00  -1.58
H  1.45  -1.03  0.39
H  -0.03  -1.40  1.72
H  -1.21  -1.75  0.40
H  -0.86  -4.02  1.74
H  0.76  -3.34  1.84
H  0.09  -4.04  0.25
H  -1.34  0.53  0.26
H  -0.03  1.98  -1.84
H  -1.54  1.22  -2.18
H  -1.37  2.40  -0.97
H  0.58  3.71  -0.33
H  0.79  3.55  1.42
H  -0.75  3.55  0.72
H  1.54  1.44  0.00
H  0.69  1.28  1.52


Version z
The following is a DFT calculation (ωB97M-V/def2-TZVPD) of a cluster of 2 separate species, C6H17N2 in total.

net charge	+1

Geometry (Å):
N  -2.73  -1.28  -1.43
C  -2.10  -0.73  -0.19
C  -3.10  -0.22  0.88
C  -1.16  0.35  -0.55
N  2.70  0.26  0.76
C  1.66  0.53  -0.18
C  2.32  1.29  -1.35
C  2.31  -0.24  2.07
H  -2.09  -1.97  -1.81
H  3.53  -0.21  0.43
H  -2.63  -0.54  -2.12
H  -1.73  -1.64  0.29
H  -2.71  -0.18  1.89
H  -4.02  -0.81  0.81
H  -3.38  0.83  0.69
H  -1.47  1.30  -0.09
H  -0.97  0.58  -1.60
H  1.15  -0.44  -0.52
H  0.86  1.09  0.33
H  2.89  0.56  -1.93
H  3.01  1.97  -0.87
H  1.61  1.75  -2.03
H  3.12  -0.40  2.77
H  1.68  0.52  2.56
H  1.64  -1.12  1.99


Energy comparison, zero being the most stable, in hartree: version w 0.0000; version x 0.1624; version y 0.0157; version z 0.1411.